Molecular formula: C84H210N14
Method: DFT, ωB97M-V/def2-TZVPD

Values from the calculation:
LUMO energy ... 0.567 eV
2S+1 ... 1
Energy above the lowest of the compared OMol25 structures with the same formula, charge and spin ... 741.5 kJ/mol
E_HOMO ... -7.95 eV

Each atom is followed by the atoms it is bonded to, with distances in Å.
CARTESIAN COORDINATES (ANGSTROEM)
1 C -0.13822 6.59536 -0.30879  C2 1.592, H8 1.090, H9 1.090, H10 1.090
2 C -0.27023 8.18159 -0.28225  C1 1.592, N3 1.493, H11 1.090, H12 1.090
3 N 0.45164 8.70932 -1.47806  C2 1.493, C4 1.484, C6 1.468
4 C 1.73910 9.38709 -1.18763  N3 1.484, C5 1.522, H13 1.090, H14 1.090
5 C 2.67747 8.34127 -0.60360  C4 1.522, H15 1.090, H16 1.090, H17 1.090
6 C -0.45471 9.61290 -2.19727  N3 1.468, C7 1.538, H18 1.090, H19 1.090
7 C -1.68363 8.87679 -2.75753  C6 1.538, H20 1.090, H21 1.090, H22 1.090
8 H 0.84141 6.11748 -0.30021  C1 1.090
9 H -0.59979 6.18399 -1.20647  C1 1.090
10 H -0.70851 6.07373 0.45983  C1 1.090
11 H -1.31393 8.47993 -0.18336  C2 1.090
12 H 0.24398 8.72070 0.51339  C2 1.090
13 H 2.12036 9.87221 -2.08619  C4 1.090
14 H 1.69288 10.16067 -0.42113  C4 1.090
15 H 2.33957 8.05396 0.39208  C5 1.090
16 H 2.66956 7.45419 -1.23693  C5 1.090
17 H 3.68281 8.74432 -0.48132  C5 1.090
18 H 0.01672 10.08836 -3.05739  C6 1.090
19 H -0.79176 10.41344 -1.53876  C6 1.090
20 H -1.30375 7.99141 -3.26733  C7 1.090
21 H -2.30287 9.45671 -3.44187  C7 1.090
22 H -2.41664 8.43347 -2.08354  C7 1.090
23 C 5.05193 2.81314 2.06616  C24 1.490, H30 1.090, H31 1.090, H32 1.090
24 C 4.83227 3.99705 1.18891  C23 1.490, N25 1.416, H33 1.090, H34 1.090
25 N 5.41955 3.92174 -0.09722  C24 1.416, C26 1.503, C28 1.512
26 C 6.90479 3.70174 -0.15487  N25 1.503, C27 1.523, H35 1.090, H36 1.090
27 C 7.65017 4.86098 0.49422  C26 1.523, H37 1.090, H38 1.090, H39 1.090
28 C 5.03134 5.10815 -0.94964  N25 1.512, C29 1.509, H40 1.090, H41 1.090
29 C 3.74465 4.74149 -1.64795  C28 1.509, H42 1.090, H43 1.090, H44 1.090
30 H 6.01266 2.74176 2.57606  C23 1.090
31 H 4.90867 1.86790 1.54262  C23 1.090
32 H 4.30393 2.84087 2.85852  C23 1.090
33 H 3.76613 4.16071 1.03178  C24 1.090
34 H 5.23858 4.84857 1.73474  C24 1.090
35 H 7.11988 2.74674 0.32452  C26 1.090
36 H 7.17545 3.59649 -1.20547  C26 1.090
37 H 7.58101 4.71378 1.57202  C27 1.090
38 H 8.67829 4.81832 0.13473  C27 1.090
39 H 7.22289 5.84396 0.29604  C27 1.090
40 H 5.77034 5.23719 -1.74042  C28 1.090
41 H 4.96693 5.96887 -0.28399  C28 1.090
42 H 3.35365 5.59930 -2.19509  C29 1.090
43 H 2.97080 4.37513 -0.97340  C29 1.090
44 H 3.78781 3.95801 -2.40453  C29 1.090
45 C -0.19486 -7.75363 0.75727  C46 1.546, H52 1.090, H53 1.090, H54 1.090
46 C 0.23131 -8.35878 -0.60018  C45 1.546, N47 1.491, H55 1.090, H56 1.090
47 N -0.09204 -7.45522 -1.74082  C46 1.491, C48 1.460, C50 1.510
48 C -1.43939 -6.89311 -1.71370  N47 1.460, C49 1.541, H57 1.090, H58 1.090
49 C -2.57505 -7.91837 -1.53241  C48 1.541, H59 1.090, H60 1.090, H61 1.090
50 C 1.05532 -6.50456 -1.98670  N47 1.510, C51 1.487, H62 1.090, H63 1.090
51 C 1.84542 -6.88276 -3.18892  C50 1.487, H64 1.090, H65 1.090, H66 1.090
52 H -0.08570 -6.66911 0.75342  C45 1.090
53 H 0.35019 -8.26955 1.54774  C45 1.090
54 H -1.25399 -7.90882 0.96283  C45 1.090
55 H 1.27109 -8.67165 -0.69540  C46 1.090
56 H -0.24871 -9.32508 -0.75488  C46 1.090
57 H -1.56016 -6.06516 -1.01513  C48 1.090
58 H -1.62244 -6.56260 -2.73613  C48 1.090
59 H -2.43654 -8.87108 -2.04354  C49 1.090
60 H -2.88907 -8.18251 -0.52260  C49 1.090
61 H -3.52408 -7.57399 -1.94333  C49 1.090
62 H 1.63214 -6.51373 -1.06187  C50 1.090
63 H 0.76557 -5.45450 -2.02562  C50 1.090
64 H 2.72053 -6.26466 -3.38952  C51 1.090
65 H 1.17462 -6.87019 -4.04796  C51 1.090
66 H 2.21120 -7.86430 -2.88743  C51 1.090
67 C -4.68203 5.31913 -1.39840  C68 1.571, H74 1.090, H75 1.090, H76 1.090
68 C -4.89126 5.86081 -2.85762  C67 1.571, N69 1.444, H77 1.090, H78 1.090
69 N -5.24444 4.82130 -3.79614  C68 1.444, C70 1.485, C72 1.490
70 C -4.84955 5.17332 -5.18413  N69 1.485, C71 1.546, H79 1.090, H80 1.090
71 C -3.37731 4.75748 -5.40852  C70 1.546, H81 1.090, H82 1.090, H83 1.090
72 C -6.68146 4.46766 -3.62065  N69 1.490, C73 1.499, H84 1.090, H85 1.090
73 C -7.14091 3.26926 -4.39441  C72 1.499, H86 1.090, H87 1.090, H88 1.090
74 H -5.56412 5.04323 -0.82055  C67 1.090
75 H -4.23175 6.09567 -0.78009  C67 1.090
76 H -4.08524 4.40747 -1.42653  C67 1.090
77 H -5.59027 6.69676 -2.83188  C68 1.090
78 H -3.97627 6.38654 -3.13058  C68 1.090
79 H -5.05352 6.21337 -5.43868  C70 1.090
80 H -5.44885 4.73054 -5.97969  C70 1.090
81 H -3.11974 4.70807 -6.46649  C71 1.090
82 H -3.23501 3.73209 -5.06732  C71 1.090
83 H -2.63624 5.32726 -4.84794  C71 1.090
84 H -6.74996 4.24028 -2.55682  C72 1.090
85 H -7.30434 5.34173 -3.81072  C72 1.090
86 H -6.29881 2.57772 -4.42167  C73 1.090
87 H -8.07398 2.86437 -4.00254  C73 1.090
88 H -7.26717 3.52154 -5.44727  C73 1.090
89 C 1.96736 0.23502 0.34387  C90 1.518, H96 1.090, H97 1.090, H98 1.090
90 C 0.62578 0.42373 -0.34130  C89 1.518, N91 1.493, H99 1.090, H100 1.090
91 N -0.45201 -0.38443 0.30344  C90 1.493, C92 1.484, C94 1.481
92 C -1.70321 -0.39917 -0.49370  N91 1.484, C93 1.561, H101 1.090, H102 1.090
93 C -2.31529 1.03105 -0.36403  C92 1.561, H103 1.090, H104 1.090, H105 1.090
94 C 0.00513 -1.75756 0.61873  N91 1.481, C95 1.548, H106 1.090, H107 1.090
95 C 0.26526 -2.70907 -0.57401  C94 1.548, H108 1.090, H109 1.090, H110 1.090
96 H 2.40584 -0.70186 0.00023  C89 1.090
97 H 1.92818 0.16839 1.43112  C89 1.090
98 H 2.59350 1.10797 0.15947  C89 1.090
99 H 0.27832 1.45397 -0.41856  C90 1.090
100 H 0.77364 0.04440 -1.35241  C90 1.090
101 H -1.52262 -0.48482 -1.56522  C92 1.090
102 H -2.42357 -1.16659 -0.21041  C92 1.090
103 H -1.68687 1.88045 -0.63184  C93 1.090
104 H -3.26708 1.07186 -0.89368  C93 1.090
105 H -2.46763 1.27071 0.68833  C93 1.090
106 H -0.79447 -2.22274 1.19525  C94 1.090
107 H 0.93490 -1.71636 1.18612  C94 1.090
108 H 0.69071 -3.62770 -0.17004  C95 1.090
109 H 0.96041 -2.25279 -1.27876  C95 1.090
110 H -0.70005 -2.93323 -1.02793  C95 1.090
111 C 1.34249 -2.44919 5.70223  C112 1.484, H118 1.090, H119 1.090, H120 1.090
112 C 1.40450 -2.61556 4.22912  C111 1.484, N113 1.479, H121 1.090, H122 1.090
113 N 2.45443 -3.58304 3.84417  C112 1.479, C114 1.510, C116 1.454
114 C 3.83630 -3.00486 4.03136  N113 1.510, C115 1.516, H123 1.090, H124 1.090
115 C 4.38975 -2.04391 2.99740  C114 1.516, H125 1.090, H126 1.090, H127 1.090
116 C 2.14315 -4.10294 2.52248  N113 1.454, C117 1.552, H128 1.090, H129 1.090
117 C 3.03925 -5.25947 2.00468  C116 1.552, H130 1.090, H131 1.090, H132 1.090
118 H 2.33809 -2.28420 6.11413  C111 1.090
119 H 1.09895 -3.36470 6.24135  C111 1.090
120 H 0.57469 -1.70079 5.89839  C111 1.090
121 H 0.44112 -2.99653 3.89021  C112 1.090
122 H 1.52371 -1.70756 3.63801  C112 1.090
123 H 4.08343 -2.62545 5.02286  C114 1.090
124 H 4.52146 -3.84499 3.91807  C114 1.090
125 H 4.24008 -2.39917 1.97784  C115 1.090
126 H 4.06351 -1.00762 3.08539  C115 1.090
127 H 5.46814 -1.92083 3.09748  C115 1.090
128 H 2.20319 -3.31011 1.77689  C116 1.090
129 H 1.09843 -4.40519 2.44954  C116 1.090
130 H 4.00686 -4.97163 1.59361  C117 1.090
131 H 2.57550 -5.89605 1.25115  C117 1.090
132 H 3.29773 -5.89336 2.85289  C117 1.090
133 C 8.28348 -1.50737 -4.14092  C134 1.566, H140 1.090, H141 1.090, H142 1.090
134 C 7.04958 -1.18671 -3.23201  C133 1.566, N135 1.457, H143 1.090, H144 1.090
135 N 7.18527 0.10185 -2.56523  C134 1.457, C136 1.495, C138 1.475
136 C 7.23325 1.22911 -3.54532  N135 1.495, C137 1.603, H145 1.090, H146 1.090
137 C 5.85762 1.36508 -4.35666  C136 1.603, H147 1.090, H148 1.090, H149 1.090
138 C 6.16489 0.30049 -1.51862  N135 1.475, C139 1.533, H150 1.090, H151 1.090
139 C 6.46596 -0.59331 -0.31045  C138 1.533, H152 1.090, H153 1.090, H154 1.090
140 H 8.32199 -0.81404 -4.98110  C133 1.090
141 H 8.37824 -2.55860 -4.41302  C133 1.090
142 H 9.24878 -1.29539 -3.68118  C133 1.090
143 H 6.20280 -1.30722 -3.90768  C134 1.090
144 H 7.01018 -2.03362 -2.54696  C134 1.090
145 H 7.51487 2.10953 -2.96770  C136 1.090
146 H 8.10141 1.16953 -4.20170  C136 1.090
147 H 4.97094 1.01133 -3.83058  C137 1.090
148 H 5.62593 2.32254 -4.82321  C137 1.090
149 H 5.87760 0.72009 -5.23512  C137 1.090
150 H 5.13436 0.26901 -1.87237  C138 1.090
151 H 6.24696 1.35538 -1.25675  C138 1.090
152 H 6.52993 -1.61261 -0.69130  C139 1.090
153 H 5.69288 -0.64977 0.45588  C139 1.090
154 H 7.42471 -0.29960 0.11692  C139 1.090
155 C 5.53956 2.96724 8.90814  C156 1.589, H162 1.090, H163 1.090, H164 1.090
156 C 4.48701 1.80625 9.17394  C155 1.589, N157 1.448, H165 1.090, H166 1.090
157 N 3.60725 1.82018 8.02338  C156 1.448, C158 1.453, C160 1.455
158 C 4.20324 1.46135 6.74784  N157 1.453, C159 1.499, H167 1.090, H168 1.090
159 C 4.92140 0.14619 6.70794  C158 1.499, H169 1.090, H170 1.090, H171 1.090
160 C 2.47000 0.99279 8.39629  N157 1.455, C161 1.484, H172 1.090, H173 1.090
161 C 1.31007 1.04133 7.47122  C160 1.484, H174 1.090, H175 1.090, H176 1.090
162 H 6.03684 3.19320 9.85141  C155 1.090
163 H 5.06263 3.82140 8.42748  C155 1.090
164 H 6.31666 2.68730 8.19691  C155 1.090
165 H 4.98020 0.85109 9.35436  C156 1.090
166 H 3.90176 2.04733 10.06133  C156 1.090
167 H 4.97736 2.18422 6.49036  C158 1.090
168 H 3.52918 1.60595 5.90355  C158 1.090
169 H 5.35143 -0.04970 5.72571  C159 1.090
170 H 4.29623 -0.69044 7.01994  C159 1.090
171 H 5.73067 0.15400 7.43809  C159 1.090
172 H 2.73304 -0.05008 8.57336  C160 1.090
173 H 2.10277 1.35415 9.35685  C160 1.090
174 H 0.61666 0.28885 7.84679  C161 1.090
175 H 0.82050 2.01497 7.49258  C161 1.090
176 H 1.61484 0.69704 6.48296  C161 1.090
177 C -5.54332 1.16657 4.51507  C178 1.525, H184 1.090, H185 1.090, H186 1.090
178 C -6.20255 2.15718 5.46914  C177 1.525, N179 1.445, H187 1.090, H188 1.090
179 N -7.61941 2.04329 5.72849  C178 1.445, C180 1.462, C182 1.480
180 C -8.51529 2.00550 4.57358  N179 1.462, C181 1.587, H189 1.090, H190 1.090
181 C -8.56632 3.44474 3.90626  C180 1.587, H191 1.090, H192 1.090, H193 1.090
182 C -7.88781 0.81956 6.51691  N179 1.480, C183 1.561, H194 1.090, H195 1.090
183 C -7.19146 0.67319 7.90614  C182 1.561, H196 1.090, H197 1.090, H198 1.090
184 H -4.46398 1.24780 4.64356  C177 1.090
185 H -5.83888 1.46327 3.50873  C177 1.090
186 H -5.82427 0.12697 4.68362  C177 1.090
187 H -5.59285 2.01251 6.36101  C178 1.090
188 H -5.92136 3.18917 5.25931  C178 1.090
189 H -8.26215 1.31118 3.77237  C180 1.090
190 H -9.57795 1.79257 4.68978  C180 1.090
191 H -9.10981 4.18060 4.49890  C181 1.090
192 H -7.58838 3.87674 3.69385  C181 1.090
193 H -9.12090 3.41067 2.96851  C181 1.090
194 H -7.65633 -0.01986 5.86126  C182 1.090
195 H -8.92753 0.71156 6.82580  C182 1.090
196 H -6.12208 0.53891 7.74340  C183 1.090
197 H -7.50411 -0.23821 8.41572  C183 1.090
198 H -7.32572 1.64973 8.37135  C183 1.090
199 C 2.13151 1.32591 -6.23399  C200 1.525, H206 1.090, H207 1.090, H208 1.090
200 C 2.41466 -0.03130 -5.59809  C199 1.525, N201 1.464, H209 1.090, H210 1.090
201 N 1.22135 -0.63290 -4.99953  C200 1.464, C202 1.455, C204 1.495
202 C 1.66433 -1.54507 -3.95677  N201 1.455, C203 1.550, H211 1.090, H212 1.090
203 C 2.59609 -2.63016 -4.55363  C202 1.550, H213 1.090, H214 1.090, H215 1.090
204 C 0.17354 -1.09558 -5.96049  N201 1.495, C205 1.554, H216 1.090, H217 1.090
205 C -1.19590 -1.49776 -5.34580  C204 1.554, H218 1.090, H219 1.090, H220 1.090
206 H 1.40565 1.20681 -7.03839  C199 1.090
207 H 3.05841 1.75396 -6.61573  C199 1.090
208 H 1.62960 1.93736 -5.48411  C199 1.090
209 H 2.82167 -0.69019 -6.36511  C200 1.090
210 H 3.26095 -0.07111 -4.91230  C200 1.090
211 H 2.25299 -1.02625 -3.20018  C202 1.090
212 H 0.82830 -1.98366 -3.41197  C202 1.090
213 H 2.87520 -3.29160 -3.73344  C203 1.090
214 H 2.17608 -3.13105 -5.42587  C203 1.090
215 H 3.56861 -2.22490 -4.83299  C203 1.090
216 H 0.54974 -1.94962 -6.52370  C204 1.090
217 H -0.13993 -0.33495 -6.67553  C204 1.090
218 H -0.96470 -2.43303 -4.83598  C205 1.090
219 H -1.86564 -1.63632 -6.19453  C205 1.090
220 H -1.45639 -0.62858 -4.74183  C205 1.090
221 C -4.47811 -3.02775 -3.09037  C222 1.581, H228 1.090, H229 1.090, H230 1.090
222 C -4.06502 -4.37610 -2.37667  C221 1.581, N223 1.433, H231 1.090, H232 1.090
223 N -5.07865 -5.38490 -2.46388  C222 1.433, C224 1.483, C226 1.537
224 C -6.17960 -5.08309 -1.51737  N223 1.483, C225 1.544, H233 1.090, H234 1.090
225 C -7.08722 -6.32132 -1.35573  C224 1.544, H235 1.090, H236 1.090, H237 1.090
226 C -5.56488 -5.67578 -3.89264  N223 1.537, C227 1.450, H238 1.090, H239 1.090
227 C -4.53342 -6.29949 -4.69913  C226 1.450, H240 1.090, H241 1.090, H242 1.090
228 H -4.06955 -3.06036 -4.10038  C221 1.090
229 H -3.97796 -2.19529 -2.59544  C221 1.090
230 H -5.52432 -2.74166 -3.19855  C221 1.090
231 H -3.04885 -4.66216 -2.64808  C222 1.090
232 H -3.90726 -4.23823 -1.30700  C222 1.090
233 H -5.72662 -4.82504 -0.56014  C224 1.090
234 H -6.85438 -4.24385 -1.68605  C224 1.090
235 H -7.97231 -6.13847 -1.96507  C225 1.090
236 H -6.61240 -7.27085 -1.60275  C225 1.090
237 H -7.25439 -6.53570 -0.30018  C225 1.090
238 H -5.83997 -4.75919 -4.41447  C226 1.090
239 H -6.38273 -6.39070 -3.98269  C226 1.090
240 H -4.07012 -7.16731 -4.22973  C227 1.090
241 H -3.73226 -5.57543 -4.84742  C227 1.090
242 H -4.93524 -6.66351 -5.64472  C227 1.090
243 C -8.59089 -1.76066 0.62132  C244 1.557, H250 1.090, H251 1.090, H252 1.090
244 C -7.50211 -0.64855 0.58222  C243 1.557, N245 1.475, H253 1.090, H254 1.090
245 N -7.42470 -0.00695 -0.74362  C244 1.475, C246 1.535, C248 1.445
246 C -6.43015 1.16054 -0.67573  N245 1.535, C247 1.569, H255 1.090, H256 1.090
247 C -6.80827 2.41446 0.18775  C246 1.569, H257 1.090, H258 1.090, H259 1.090
248 C -7.04597 -0.84965 -1.85527  N245 1.445, C249 1.551, H260 1.090, H261 1.090
249 C -7.69154 -0.38042 -3.18530  C248 1.551, H262 1.090, H263 1.090, H264 1.090
250 H -9.51692 -1.22136 0.42200  C243 1.090
251 H -8.73235 -2.08401 1.65260  C243 1.090
252 H -8.44240 -2.62077 -0.03157  C243 1.090
253 H -7.67107 0.07676 1.37814  C244 1.090
254 H -6.52683 -1.12775 0.66781  C244 1.090
255 H -6.07447 1.52621 -1.63900  C246 1.090
256 H -5.50401 0.77454 -0.24986  C246 1.090
257 H -6.97162 2.16487 1.23614  C247 1.090
258 H -7.73264 2.84550 -0.19676  C247 1.090
259 H -6.03062 3.17651 0.13655  C247 1.090
260 H -5.96107 -0.94150 -1.90685  C248 1.090
261 H -7.33169 -1.88611 -1.67575  C248 1.090
262 H -7.07058 0.16640 -3.89487  C249 1.090
263 H -7.89453 -1.28205 -3.76319  C249 1.090
264 H -8.64218 0.14010 -3.06940  C249 1.090
265 C 7.41945 -5.88658 -4.20239  C266 1.465, H272 1.090, H273 1.090, H274 1.090
266 C 7.00263 -5.35700 -2.90111  C265 1.465, N267 1.461, H275 1.090, H276 1.090
267 N 5.70292 -5.84323 -2.44378  C266 1.461, C268 1.526, C270 1.454
268 C 5.15095 -5.16252 -1.19392  N267 1.526, C269 1.549, H277 1.090, H278 1.090
269 C 4.67983 -3.69222 -1.31322  C268 1.549, H279 1.090, H280 1.090, H281 1.090
270 C 5.71295 -7.26057 -2.11901  N267 1.454, C271 1.574, H282 1.090, H283 1.090
271 C 6.54408 -7.76980 -0.88254  C270 1.574, H284 1.090, H285 1.090, H286 1.090
272 H 8.34840 -5.41763 -4.52676  C265 1.090
273 H 6.74844 -5.61504 -5.01733  C265 1.090
274 H 7.59181 -6.95736 -4.31125  C265 1.090
275 H 7.81317 -5.34316 -2.17246  C266 1.090
276 H 6.72812 -4.31238 -3.04773  C266 1.090
277 H 4.24136 -5.63382 -0.82160  C268 1.090
278 H 5.84566 -5.15170 -0.35406  C268 1.090
279 H 3.60742 -3.63587 -1.49990  C269 1.090
280 H 4.86814 -3.23912 -0.33990  C269 1.090
281 H 5.24846 -3.16982 -2.08254  C269 1.090
282 H 6.15274 -7.85788 -2.91771  C270 1.090
283 H 4.68259 -7.61500 -2.14767  C270 1.090
284 H 7.55610 -7.36915 -0.82399  C271 1.090
285 H 6.67906 -8.82765 -1.10802  C271 1.090
286 H 5.98051 -7.65776 0.04370  C271 1.090
287 C -1.50929 0.38531 3.87899  C288 1.532, H294 1.090, H295 1.090, H296 1.090
288 C -1.10237 1.69798 4.55538  C287 1.532, N289 1.474, H297 1.090, H298 1.090
289 N -0.74621 2.80107 3.64472  C288 1.474, C290 1.489, C292 1.480
290 C -1.94654 3.50042 3.10824  N289 1.489, C291 1.502, H299 1.090, H300 1.090
291 C -2.84781 4.12489 4.13506  C290 1.502, H301 1.090, H302 1.090, H303 1.090
292 C 0.29026 2.52910 2.62435  N289 1.480, C293 1.524, H304 1.090, H305 1.090
293 C 0.71834 3.69142 1.73645  C292 1.524, H306 1.090, H307 1.090, H308 1.090
294 H -2.28306 0.49308 3.11889  C287 1.090
295 H -1.82380 -0.39184 4.57556  C287 1.090
296 H -0.64115 0.14626 3.26476  C287 1.090
297 H -1.88641 2.00455 5.24777  C288 1.090
298 H -0.13983 1.40513 4.97472  C288 1.090
299 H -1.50506 4.26389 2.46767  C290 1.090
300 H -2.56375 2.89035 2.44872  C290 1.090
301 H -2.44277 4.93189 4.74564  C291 1.090
302 H -3.63831 4.61359 3.56552  C291 1.090
303 H -3.35263 3.46339 4.83910  C291 1.090
304 H 0.11078 1.65338 2.00067  C292 1.090
305 H 1.15894 2.26110 3.22574  C292 1.090
306 H 1.69630 3.36768 1.38025  C293 1.090
307 H 0.83855 4.69023 2.15601  C293 1.090
308 H -0.02901 3.78132 0.94810  C293 1.090

Here are the Mulliken charges for atoms 1 to 4, given in e: C -0.2032; C -1.1451; N 0.2248; C -0.8439